# C18H38IN3O2P

A 2-piece molecular cluster, C18H38IN3O2P overall in a non-equilibrium geometry (ωB97M-V/def2-TZVPD, the Open Molecules 2025 dataset).

- orbital gap (eV) = 8.3519
- E (eV) = -45232.36154
- charge = +1
- LUMO energy (eV) = -4.16
- 2S+1 = 1

```
63
C18H38IN3O2P | the Open Molecules 2025 dataset | ωB97M-V/def2-TZVPD
C 5.5198 0.4848 0.6599
C 4.4316 -0.3315 -0.0336
C 3.0593 -0.1775 0.6540
C 2.0066 0.4208 -0.2743
C 2.2496 1.8884 -0.6137
C 1.8382 2.8558 0.5145
C 1.1301 4.1315 0.0259
C -0.3532 4.2192 0.4226
C -1.3093 3.7849 -0.7027
C -1.7054 2.3225 -0.5356
C -2.2823 1.6595 -1.8039
C -1.4790 0.4367 -2.2813
C -1.9310 -0.9443 -1.8482
N -2.0065 -1.1360 -0.3908
C -1.3721 -2.0421 0.2525
C -1.4654 -1.8744 1.7295
P 0.1886 -2.0515 2.5853
O -0.2322 -1.6179 4.0913
I 0.1611 -4.4914 2.8048
C -1.9764 -0.3757 1.7724
C -2.9057 -0.4490 0.5817
H 5.2736 1.5461 0.6468
H 5.6374 0.1636 1.6929
H 6.4834 0.3617 0.1691
H 4.3791 -0.0433 -1.0826
H 4.7325 -1.3771 0.0041
H 2.7135 -1.1648 0.9612
H 3.1747 0.4447 1.5410
H 1.9946 -0.1620 -1.1999
H 1.0047 0.3073 0.1598
H 3.3032 2.0359 -0.8456
H 1.6729 2.1464 -1.5031
H 2.7144 3.1559 1.0859
H 1.2006 2.3095 1.2141
H 1.6523 5.0011 0.4174
H 1.1925 4.1850 -1.0600
H -0.6181 5.2022 0.8002
H -0.5022 3.5288 1.2570
H -2.1965 4.4160 -0.6581
H -0.8424 3.9318 -1.6749
H -0.8085 1.7725 -0.2333
H -2.4084 2.2498 0.2961
H -3.3404 1.4217 -1.6989
H -2.2218 2.3899 -2.6083
H -0.4276 0.5882 -2.0392
H -1.5419 0.4035 -3.3688
H -1.1710 -1.6492 -2.1800
H -2.8738 -1.2258 -2.3121
H -0.7747 -2.8052 -0.2303
H -2.2770 -2.4992 2.1198
H -0.8996 -0.9255 4.1388
H -1.0933 0.2208 1.5378
H -2.4634 -0.0811 2.6949
H -3.6803 -1.1842 0.8138
H -3.4111 0.4401 0.2326
C -2.1600 -5.3183 -1.2907
O -2.7385 -5.5542 -2.3271
N -2.7784 -5.3231 -0.0674
N -0.8126 -5.0250 -1.2452
H -2.2904 -5.0660 0.7657
H -3.7485 -5.5754 -0.0301
H -0.3129 -5.0472 -2.1152
H -0.3025 -4.9087 -0.3886
```

---

# C18H38N2O5S2

C18H38N2O5S2 as an isolated structure in a non-equilibrium geometry (ωB97M-V/def2-TZVPD, the Open Molecules 2025 dataset).

- orbital gap (eV) = 3.0060
- E (eV) = -54164.51164
- charge = 0
- LUMO energy (eV) = -4.55
- 2S+1 = 1

```
65
C18H38N2O5S2 | the Open Molecules 2025 dataset | ωB97M-V/def2-TZVPD
C 2.9048 -3.2046 -1.8952
C 2.7001 -1.7602 -1.4584
C 4.0586 -1.2262 -0.9552
C 2.1702 -0.8505 -2.5720
C 1.1413 -1.4812 -3.5162
S -0.3721 -0.5603 -3.7560
O 0.0354 0.7646 -4.1317
O -1.0700 -1.3026 -4.7623
N -1.0522 -0.6314 -2.3056
S -2.5942 -0.1878 -2.2855
O -3.1544 0.1886 -3.5474
O -2.7509 0.8948 -1.3207
C -3.5209 -1.5308 -1.5735
C -5.0203 -1.2618 -1.6707
C -5.6114 -1.8369 -2.9574
C -5.6770 -2.0092 -0.4876
H 3.4389 -3.7805 -1.1504
H 1.9344 -3.6781 -1.9996
H 3.3921 -3.2520 -2.8622
H 1.9955 -1.7144 -0.6279
H 3.9741 -0.3501 -0.3274
H 4.5408 -2.0379 -0.4233
H 4.6706 -1.0440 -1.8338
H 3.0283 -0.5477 -3.1642
H 1.7616 0.0577 -2.1382
H 0.8279 -2.4751 -3.2247
H 1.5949 -1.5657 -4.4928
H -3.3006 -2.4801 -2.0484
H -3.2546 -1.5493 -0.5257
H -5.2417 -0.2058 -1.5960
H -6.6793 -1.9813 -2.8487
H -5.4370 -1.1968 -3.8129
H -5.1786 -2.8211 -3.1183
H -5.7028 -1.4049 0.4146
H -6.6956 -2.2896 -0.7175
H -5.0964 -2.9076 -0.3077
C 0.6205 0.3835 4.1309
C 1.8419 0.9239 3.3191
C 2.4699 2.2926 3.6815
C 1.7426 3.5780 3.2821
C 1.2941 3.5192 1.8159
C 0.5032 2.2426 1.5263
N 1.3858 1.0359 1.8791
O 2.3084 0.8729 1.0926
C -0.8077 2.3492 2.3368
C 0.0109 2.1492 0.0928
C 2.9261 -0.1029 3.6826
H -0.3377 0.5002 3.6365
H 0.6996 -0.6975 4.2295
H 0.5618 0.8354 5.1192
H 3.4294 2.3305 3.1542
H 2.7166 2.2955 4.7417
H 0.9001 3.7614 3.9498
H 2.4189 4.4238 3.4142
H 0.6665 4.3755 1.5837
H 2.1639 3.5888 1.1535
H -1.4899 1.5289 2.1162
H -1.3065 3.2733 2.0568
H -0.6687 2.4087 3.4132
H 0.8145 2.1641 -0.6462
H -0.6144 3.0065 -0.1397
H -0.5887 1.2509 -0.0713
H 2.7009 -1.1086 3.3307
H 2.9535 -0.1404 4.7687
H 3.9255 0.1786 3.3500
```

---

# C18H38N6PdSSi2

C18H38N6PdSSi2 as an isolated structure in a non-equilibrium geometry (ωB97M-V/def2-TZVPD, the Open Molecules 2025 dataset).

- orbital gap (eV) = 5.2470
- E (eV) = -58296.37864
- charge = -2
- LUMO energy (eV) = 5.11
- 2S+1 = 1

```
66
C18H38N6PdSSi2 | the Open Molecules 2025 dataset | ωB97M-V/def2-TZVPD
Pd -1.5630 -0.6274 0.9269
N 3.1628 3.1862 -1.0945
C 1.8126 3.4349 -0.5771
C 0.5653 3.1402 -1.4553
C 0.6975 2.2386 -2.7124
N 1.5088 1.0487 -2.4471
H 3.3729 3.7394 -1.9236
H 3.1413 2.2296 -1.4650
H 1.8029 4.4455 -0.1751
H 1.6916 2.8004 0.3117
H 0.0500 4.0350 -1.8193
H -0.1115 2.6219 -0.7788
H 1.2368 2.8448 -3.4877
H -0.2912 2.0852 -3.1586
H 1.5860 0.5387 -3.2996
H 1.0135 0.4574 -1.7659
C 1.4318 1.0946 2.5047
Si 1.9082 -0.5547 1.7292
C 2.3971 -1.7243 3.1576
C 3.6052 -0.0950 0.7486
N 0.5872 -1.0667 0.7480
C 0.8328 -1.7923 -0.4241
C 1.8833 -2.6549 -0.6578
C 1.9902 -3.4072 -1.8619
C 1.0210 -3.2961 -2.8640
C -0.0682 -2.4236 -2.6425
C -0.1894 -1.6516 -1.4938
N -1.2063 -0.7653 -1.2080
Si -2.4798 -0.1207 -2.0518
C -1.8164 0.2670 -3.8014
C -2.9374 1.5831 -1.4057
C -4.0938 -1.0718 -2.2679
H 2.2417 1.6415 3.0386
H 0.5147 0.9609 3.1103
H 1.1851 1.7377 1.6442
H 2.9760 -2.6200 2.8038
H 1.4529 -2.1099 3.5931
H 2.9415 -1.1633 3.9117
H 4.1376 0.5468 1.4644
H 3.4062 0.4351 -0.1933
H 4.2182 -0.9718 0.5457
H 2.6386 -2.8325 0.1479
H 2.7857 -4.1737 -1.9054
H 1.0013 -3.9270 -3.7373
H -0.8436 -2.2872 -3.3966
H -0.8329 -0.2328 -3.8788
H -1.7180 1.3282 -3.9826
H -2.5102 -0.1695 -4.5426
H -3.3846 2.1838 -2.2093
H -1.9632 2.0468 -1.2089
H -3.5785 1.5330 -0.4961
H -4.0192 -2.0779 -2.7807
H -4.6593 -0.4107 -2.9457
H -4.6434 -1.1247 -1.3269
S -3.7748 -0.5583 1.7320
C -2.3578 -0.6405 2.7449
N -1.9798 0.4409 3.7003
C -2.0791 -0.1970 5.0301
C -1.2656 -1.4145 4.6681
N -2.0186 -1.8821 3.5110
H -2.6808 1.1797 3.6053
H -3.0749 -0.4599 5.3670
H -1.6795 0.4438 5.8637
H -1.2138 -2.1681 5.4976
H -0.2395 -1.1091 4.4919
H -1.5241 -2.4873 2.8450
```